[1]
This record from OMol25 describes a molecular structure, C27H22O3Tc. The level of theory is ωB97M-V/def2-TZVPD.

The geometry in XYZ format:
```
53
Properties=species:S:1:pos:R:3:forces:R:3
Tc 0.59345 -1.88927 -0.40241 0.097 -0.225 0.263
C 4.02824 -1.35984 -1.53296 -0.067 0.032 -0.008
C 3.63004 -1.78402 -0.12655 0.427 -0.205 -0.110
C 4.74046 -1.57903 0.88273 -0.100 0.166 0.082
O 2.44613 -1.01627 0.28533 -0.408 0.056 -0.221
C 3.19391 -3.25754 -0.17896 -0.586 0.041 0.041
O 3.98708 -4.15652 -0.07536 0.153 0.084 -0.028
O 1.90576 -3.40538 -0.39268 0.098 -0.279 -0.003
H 4.31474 -0.30455 -1.54080 0.018 -0.003 -0.005
H 3.20472 -1.50747 -2.23347 0.000 0.001 0.002
H 4.88291 -1.94961 -1.86144 0.010 0.000 0.026
H 5.25105 -0.62883 0.71627 -0.015 0.014 0.025
H 5.45614 -2.39300 0.78947 0.006 0.013 -0.052
H 4.33497 -1.58963 1.89432 0.017 -0.053 0.008
H 2.56341 -0.10142 -0.00137 -0.092 0.017 -0.009
C -0.64064 -0.78534 0.51280 0.344 0.256 0.094
C -1.25833 -0.11926 1.39373 -0.073 -0.170 -0.020
C -1.89777 0.58889 2.33921 -0.102 0.050 -0.085
C -1.37932 0.61576 3.71902 -0.031 -0.011 -0.004
C -0.03614 0.32647 3.97298 0.038 0.009 0.029
C 0.45244 0.32187 5.26743 -0.001 -0.014 -0.023
C -0.39355 0.59626 6.33422 -0.014 0.005 0.012
C -1.73263 0.87077 6.09598 0.013 -0.003 -0.011
C -2.22284 0.88327 4.79990 -0.012 -0.029 0.027
C -3.13043 1.32309 1.96767 0.068 0.004 0.028
C -3.38535 2.60091 2.46741 0.008 0.012 -0.004
C -4.53057 3.28453 2.09283 0.003 0.001 0.004
C -5.44240 2.69650 1.22694 0.000 0.004 -0.009
C -5.19252 1.42938 0.71872 0.012 0.006 -0.003
C -4.03955 0.75119 1.07830 -0.017 -0.007 0.003
H 0.62189 0.10493 3.14213 -0.001 0.023 -0.012
H 1.49691 0.10151 5.44579 0.001 0.001 0.004
H -0.01180 0.58893 7.34676 0.001 0.005 0.000
H -2.40216 1.06865 6.92278 0.001 0.002 0.004
H -3.27327 1.07352 4.62643 0.003 0.019 -0.006
H -2.67080 3.06650 3.13414 -0.011 -0.006 0.015
H -4.70972 4.28096 2.47531 -0.006 -0.003 0.007
H -6.34296 3.22652 0.94559 0.003 0.003 -0.005
H -5.89773 0.96704 0.04062 0.001 0.003 -0.006
H -3.83709 -0.23502 0.68050 -0.006 -0.004 0.004
C 0.31270 -1.13850 -2.18179 0.431 0.212 -0.092
C 0.39285 -0.82147 -3.35837 -0.244 0.033 0.004
C 0.46722 -0.45817 -4.74226 0.043 -0.089 0.078
C 0.96021 0.79287 -5.12169 0.007 0.018 -0.020
C 1.07924 1.12143 -6.46187 -0.024 0.004 0.007
C 0.70760 0.20941 -7.44043 -0.001 0.005 -0.010
C 0.20404 -1.03095 -7.07226 -0.011 0.003 0.015
C 0.08335 -1.36525 -5.73379 -0.012 0.012 -0.033
H 1.24697 1.49916 -4.35385 0.013 -0.002 -0.002
H 1.46188 2.09372 -6.74418 0.010 -0.003 -0.001
H 0.81039 0.46436 -8.48714 -0.016 0.008 0.000
H -0.09730 -1.74114 -7.83130 0.014 -0.005 -0.003
H -0.30583 -2.33092 -5.44040 0.011 -0.004 0.004
```
Forces are in eV/Å.

Properties
- 2S+1 = 2
- E_HOMO (alpha / beta) (eV) = -7.51 / -7.64
- DFT total energy (Eh) = -1348.4185
- expectation value of S² = 1.2082

Atom charges from the natural (NBO) analysis, given in e for atoms 1 to 8: Tc 1.06; C -0.64; C 0.14; C -0.63; O -0.68; C 0.77; O -0.59; O -0.76


[2]
This record from OMol25 describes 11 unconnected molecules or ions with the total composition C32H91N5O11. The level of theory is ωB97M-V/def2-TZVPD.

The geometry in XYZ format:
```
139
Properties=species:S:1:pos:R:3:forces:R:3
C -4.64707 2.05929 -1.00458 0.233 -0.461 0.862
C -6.14643 2.04041 -0.65036 1.110 0.125 0.970
C -6.38390 1.85649 0.86092 -1.340 -1.192 0.221
O -7.81232 1.79835 1.14556 0.352 0.643 0.685
C -8.13128 1.72221 2.58366 1.012 -0.048 -2.092
N -6.62686 3.30687 -1.12596 -0.724 0.542 -0.361
H -4.12345 1.13687 -0.75343 -0.145 -0.329 -0.270
H -4.12950 2.81786 -0.41738 -0.222 0.301 0.017
H -4.47166 2.30346 -2.05230 -0.174 -0.143 -0.038
H -6.65174 1.24057 -1.19167 0.014 -0.529 0.285
H -5.93629 2.56127 1.56166 0.315 0.518 -0.483
H -6.02110 0.86627 1.13644 0.475 -0.149 -0.029
H -7.70084 0.79677 2.96626 -0.524 -0.360 0.134
H -9.21825 1.80285 2.59318 0.239 -0.212 0.463
H -7.62931 2.50340 3.15450 -0.222 0.457 -0.137
H -7.59773 3.41035 -0.86747 -0.296 0.110 0.195
H -6.65153 3.13897 -2.12159 -0.069 0.732 -0.451
C 1.87329 5.15826 4.18765 -0.823 -0.992 0.865
C 2.92924 4.62118 3.24943 -0.111 0.442 -0.787
C 2.36737 3.38341 2.43338 0.345 1.632 1.445
O 2.37450 2.35295 3.39074 0.102 0.203 0.849
C 1.64108 1.20698 3.10069 0.549 -0.685 -1.892
N 3.35917 5.78902 2.43880 0.899 -1.921 -0.256
H 1.09527 5.67616 3.62678 0.031 0.212 0.033
H 2.28473 5.79203 4.97322 0.136 0.341 -0.304
H 1.37973 4.36306 4.74635 -0.102 -0.258 -0.021
H 3.78152 4.31679 3.85695 0.127 -0.315 -0.309
H 2.88191 3.13055 1.50634 0.442 -0.037 0.065
H 1.36984 3.73804 2.17404 -0.603 -0.506 -0.213
H 2.05820 0.79294 2.18271 -0.132 -0.073 -0.694
H 0.59575 1.41271 2.87033 -0.303 -0.020 0.515
H 1.82089 0.34859 3.74795 -0.325 0.704 0.896
H 2.59765 6.13900 1.87516 0.051 0.543 0.412
H 3.76384 6.41263 3.12251 -0.362 0.701 -0.576
C 1.50361 2.27020 -5.92168 -1.331 1.624 -0.309
C 0.69458 1.59564 -4.82851 -0.695 -0.101 -2.142
C -0.74883 1.25703 -5.35288 1.679 0.422 0.365
O -1.29812 2.40812 -5.98124 0.266 -1.129 0.052
C -2.67844 2.17938 -6.14765 -0.437 1.339 0.658
N 1.45114 0.40371 -4.45788 -0.517 0.275 1.656
H 1.43212 1.74692 -6.87519 0.387 -0.289 0.095
H 2.51852 2.53631 -5.62633 0.076 -0.453 -0.058
H 0.98436 3.21331 -6.09204 0.196 0.313 -0.353
H 0.53956 2.33489 -4.04266 0.358 -0.437 0.631
H -1.38896 0.91461 -4.53980 0.046 0.058 0.174
H -0.63370 0.43216 -6.05605 -0.189 -0.183 -0.386
H -2.95028 1.22094 -6.58991 0.197 0.028 -0.308
H -3.07570 3.04906 -6.67102 -0.015 -0.326 -0.491
H -3.13986 2.24909 -5.16260 -0.254 -0.317 0.197
H 2.36485 0.79090 -4.26997 0.576 -0.569 0.128
H 1.53433 -0.26363 -5.21143 -0.144 0.089 -0.193
C 4.83867 -1.24683 -3.85435 -0.763 1.845 -0.367
C 5.67087 -0.08242 -3.26597 0.298 -1.388 -0.251
C 4.87117 1.07195 -2.53671 1.258 -2.199 -0.695
O 4.09943 1.79749 -3.44583 0.040 -0.723 -0.223
C 3.35639 2.76547 -2.75418 0.073 0.769 -1.132
N 6.60221 -0.81473 -2.38943 0.339 0.982 1.243
H 5.44477 -2.03365 -4.30341 0.090 0.122 0.167
H 4.20327 -0.82991 -4.63572 -0.266 -0.272 -0.093
H 4.20339 -1.63111 -3.05633 0.006 -0.249 -0.052
H 6.37027 0.34070 -3.98701 -0.881 0.569 -0.776
H 5.64208 1.68444 -2.06911 -0.102 0.354 0.305
H 4.21462 0.62305 -1.79137 0.086 -0.033 0.329
H 4.07913 3.49299 -2.38476 -0.361 0.262 0.554
H 2.68858 2.35953 -1.99435 0.171 -0.125 0.260
H 2.75698 3.22935 -3.53752 -0.153 0.308 0.282
H 7.46693 -0.29449 -2.43080 0.340 -0.087 0.563
H 6.83330 -1.71980 -2.77355 -0.235 -0.024 -0.087
C -0.61251 -2.15264 7.42917 -0.276 -0.772 -0.230
C 0.53801 -2.09242 6.46009 0.038 -0.018 0.145
C 0.20612 -2.57154 5.02546 0.160 0.141 0.310
O 1.37607 -2.42120 4.18737 -0.577 -0.297 -0.623
C 1.23569 -2.98123 2.84568 -0.360 -0.215 1.349
N 1.03918 -0.74142 6.38823 0.639 0.382 -1.226
H -1.35820 -1.38795 7.21165 -0.062 -0.099 -0.084
H -0.28099 -2.03477 8.46082 0.127 0.120 -0.053
H -1.03981 -3.15221 7.34948 -0.433 0.033 0.178
H 1.34972 -2.72647 6.81673 -0.024 -0.582 0.115
H -0.66808 -2.04728 4.63942 0.082 0.538 -0.249
H -0.13941 -3.60334 5.08959 0.387 -0.446 -0.099
H 0.87581 -4.00494 2.94859 -0.044 -0.184 -0.090
H 2.19599 -3.03025 2.33232 0.092 0.297 0.366
H 0.52022 -2.44718 2.22039 -0.073 0.353 0.111
H 1.86355 -0.94661 5.84196 0.508 1.099 -0.445
H 1.39348 -0.34426 7.24662 -0.254 -0.331 0.434
C -4.00097 -0.42915 -3.78959 -0.442 -0.322 -0.460
C -3.16083 -1.58697 -3.27031 -0.418 0.961 -0.182
O -2.52086 -1.15119 -2.13825 0.111 -0.481 2.237
H -3.37167 0.44961 -3.93046 0.058 -0.169 -0.309
H -4.77901 -0.09008 -3.10563 0.001 -0.388 0.275
H -4.48992 -0.74094 -4.71254 -0.032 0.352 -0.296
H -2.43003 -1.88176 -4.02340 -0.070 -0.341 -0.323
H -3.77007 -2.43403 -2.95501 -0.076 -0.138 -0.381
H -1.75629 -0.58977 -2.28605 0.383 0.153 -0.480
C 4.10360 -0.75237 0.64099 -0.362 0.956 -0.992
C 5.59812 -0.46321 0.90733 -2.392 -1.375 1.142
O 5.68029 -0.27121 2.33160 1.099 0.947 -0.361
H 3.51291 0.16031 0.71979 0.239 0.439 0.120
H 3.55844 -1.39736 1.33012 0.618 -0.568 0.052
H 3.92175 -1.04853 -0.39212 0.087 -0.524 -0.024
H 5.85696 0.42848 0.33639 0.433 -0.025 0.516
H 6.17412 -1.33350 0.59282 0.354 0.242 -0.092
H 5.20368 -0.95462 2.80849 -0.068 -0.144 -0.357
C -2.30444 -4.51874 -0.79720 0.312 -0.499 0.847
C -2.84202 -4.89695 0.62366 0.743 1.617 -1.669
O -3.43044 -6.16300 0.59344 -0.415 -0.485 0.200
H -3.12387 -4.37041 -1.50049 0.076 -0.142 0.004
H -1.62868 -5.30571 -1.13204 -0.267 -0.282 -0.205
H -1.67010 -3.63238 -0.80621 -0.296 0.324 0.277
H -3.55362 -4.10787 0.86673 -0.187 -0.081 0.376
H -2.02030 -4.84080 1.33759 0.033 -0.218 0.176
H -4.34031 -6.06852 0.88466 0.028 -0.199 -0.005
C -3.86548 -0.98021 2.18689 0.851 1.009 -0.348
C -2.63749 -0.31098 2.89823 -2.100 -0.408 -1.061
O -2.81284 -0.45102 4.27419 0.454 -0.572 1.013
H -3.96983 -2.05880 2.30457 0.134 0.121 0.460
H -3.79011 -0.80620 1.11351 0.269 -0.036 -0.211
H -4.77552 -0.44271 2.45341 -0.031 -0.301 0.449
H -2.70199 0.76600 2.74316 0.347 0.128 -0.888
H -1.70386 -0.73478 2.52833 0.157 0.014 0.044
H -2.03409 -0.03096 4.64661 0.033 0.002 0.609
C 1.73861 -3.81445 -0.54004 0.191 -0.642 -0.643
C 3.20152 -4.29427 -0.47308 -0.399 1.054 1.195
O 3.28559 -5.63730 -0.07493 -0.301 -0.855 -0.086
H 1.38018 -4.07124 -1.53688 -0.413 0.203 0.046
H 1.58765 -2.75111 -0.35402 0.441 0.141 -0.283
H 1.08223 -4.30256 0.18039 0.296 -0.363 0.094
H 3.68815 -3.72601 0.31963 0.301 0.480 -0.144
H 3.74136 -4.14505 -1.40818 -0.130 0.238 -0.183
H 4.19483 -5.78600 0.19482 -0.009 -0.206 -0.002
C -0.61513 0.05876 0.00082 -0.231 1.177 0.725
C 0.24633 0.68305 -1.09522 0.086 -1.617 1.565
O -0.25516 0.16319 -2.29757 -0.269 1.151 0.129
H -0.33882 0.37573 1.00645 0.786 -0.288 0.058
H -0.73417 -1.02352 -0.05026 0.097 0.135 -0.171
H -1.58541 0.55498 -0.01951 -0.449 -0.407 -0.565
H 1.27844 0.33995 -1.02345 0.331 -0.066 0.303
H 0.28759 1.76019 -0.93350 -0.426 0.362 -0.648
H 0.45013 0.29445 -2.93548 0.413 -0.514 -1.193
```
Forces are in eV/Å.

Properties
- E_HOMO (eV) = -9.00
- DFT total energy (Eh) = -2374.9645
- ΔE to the lowest compared entry with this formula, charge and spin (kcal/mol) = 77.0

Atom charges from the Löwdin analysis, given in e for atoms 1 to 8: C -0.07; C -0.44; C -0.17; O -0.22; C -0.07; N 0.03; H 0.06; H 0.08


Among the records above, which one has the lowest DFT total energy? C32H91N5O11